# 1
A structure of composition C12H33O5V at a distorted geometry, computed with ωB97M-V/def2-TZVPD.

Summary:
DFT total energy: -1796.8658 a.u.
orbital gap (spin up / spin down): 6.8 / 6.8 eV
net charge: +1
spin multiplicity: 4

Each line ends with the Löwdin charge.
Positions of all 51 atoms, in Å:
1 V -2.46 -1.61 -1.19  1.383
2 O -0.70 -1.39 -0.08  -0.397
3 H 0.17 -1.12 0.27  -0.027
4 C -1.76 2.51 -2.24  -0.008
5 C -2.34 1.32 -3.19  -0.379
6 C -1.78 1.36 -4.61  -0.035
7 O -1.80 0.13 -2.61  -0.165
8 H -0.67 2.61 -2.22  0.066
9 H -2.10 2.46 -1.21  0.076
10 H -2.18 3.46 -2.57  0.078
11 H -3.43 1.32 -3.16  0.138
12 H -2.29 0.62 -5.22  0.086
13 H -0.69 1.30 -4.63  0.094
14 H -2.10 2.32 -5.01  0.091
15 H -0.86 0.25 -2.50  0.037
16 C 2.52 -3.54 0.50  -0.054
17 C 1.90 -2.95 1.75  -0.451
18 C 1.94 -1.46 1.88  -0.041
19 O 0.51 -3.30 1.71  -0.063
20 H 2.03 -3.25 -0.42  0.070
21 H 2.35 -4.61 0.43  0.086
22 H 3.55 -3.29 0.25  0.086
23 H 2.38 -3.43 2.60  0.148
24 H 1.56 -0.93 1.01  0.034
25 H 2.93 -1.03 2.04  0.101
26 H 1.35 -1.09 2.71  0.087
27 H 0.14 -2.78 0.99  0.011
28 C -2.27 1.48 3.86  -0.041
29 C -1.55 0.30 3.24  -0.498
30 C -2.01 -1.06 3.68  -0.052
31 O -1.79 0.38 1.84  -0.086
32 H -2.24 1.41 4.94  0.085
33 H -3.32 1.47 3.54  0.085
34 H -1.78 2.41 3.55  0.081
35 H -0.48 0.34 3.45  0.123
36 H -1.87 -1.32 4.73  0.092
37 H -1.48 -1.81 3.09  0.061
38 H -3.03 -1.22 3.34  0.083
39 H -1.36 -0.34 1.37  0.000
40 C 2.95 1.26 -2.43  -0.031
41 C 2.01 0.72 -1.32  -0.450
42 C 1.73 1.80 -0.24  -0.032
43 O 0.80 0.23 -1.86  -0.085
44 H 3.31 0.45 -3.07  0.081
45 H 3.81 1.78 -2.01  0.083
46 H 2.46 2.05 -3.00  0.078
47 H 2.53 -0.12 -0.85  0.121
48 H 2.64 2.10 0.29  0.086
49 H 1.03 1.39 0.49  0.066
50 H 1.39 2.72 -0.70  0.078
51 H 0.35 -0.30 -1.21  0.016

# 2
A cluster of 2 separate species, C7H13Br in total at a distorted geometry, computed with ωB97M-V/def2-TZVPD.

Summary:
DFT total energy: -2848.2056 a.u.
orbital gap (spin up / spin down): 5.3 / 7.4 eV
net charge: 0
spin multiplicity: 3

Each line ends with the Löwdin charge.
Positions of all 21 atoms, in Å:
1 C 0.07 -1.86 -0.96  0.105
2 C 0.54 -0.80 -0.67  -0.060
3 C 2.55 0.53 -0.57  -0.039
4 C 0.29 1.67 -0.89  -0.071
5 C 0.79 0.55 1.26  -0.050
6 C -3.38 -1.57 0.74  -0.547
7 C 1.02 0.54 -0.27  -0.614
8 Br -3.23 0.25 0.19  0.567
9 H 0.06 -2.83 -1.30  -0.008
10 H -2.60 -1.81 1.52  0.043
11 H 2.99 1.28 0.15  0.100
12 H 2.85 -0.42 -0.30  0.047
13 H 2.86 0.76 -1.60  0.093
14 H -0.26 1.27 -1.77  0.093
15 H 0.86 2.51 -1.21  0.064
16 H -0.54 2.04 -0.14  0.094
17 H 1.76 0.54 1.68  0.049
18 H 0.24 -0.31 1.69  0.090
19 H 0.35 1.51 1.63  0.095
20 H -2.89 -1.94 -0.12  -0.047
21 H -4.33 -1.93 0.94  -0.005

# 3
A cluster of 5 separate species, C2H16N2O4 in total at a distorted geometry, computed with ωB97M-V/def2-TZVPD.

Summary:
DFT total energy: -496.2593 a.u.
orbital gap: 9.7 eV
net charge: 0
spin multiplicity: 1

Each line ends with the Löwdin charge.
Positions of all 24 atoms, in Å:
1 C -1.43 0.08 -1.10  -0.295
2 C -2.58 -0.26 -0.16  -0.240
3 N -2.36 -1.65 0.36  -0.027
4 N -1.25 1.53 -1.24  0.006
5 H -0.47 -0.36 -0.79  0.080
6 H -1.64 -0.45 -2.04  0.114
7 H -2.70 0.41 0.68  0.113
8 H -3.53 -0.28 -0.68  0.104
9 H -2.62 -2.34 -0.32  0.072
10 H -2.92 -1.81 1.19  0.074
11 H -0.81 1.89 -0.40  0.044
12 H -0.58 1.67 -1.98  0.064
13 H 0.84 0.91 0.95  -0.021
14 H 1.71 2.20 0.80  0.024
15 O 0.92 1.83 1.20  -0.063
16 H 2.46 -0.85 1.17  0.029
17 H 2.09 -1.70 0.01  0.039
18 O 2.82 -1.19 0.35  -0.061
19 H 2.43 0.16 -0.88  -0.006
20 H 3.24 1.47 -1.22  0.041
21 O 2.37 1.08 -1.18  -0.071
22 H -0.45 -1.41 0.85  -0.004
23 H 0.28 -1.86 2.18  0.058
24 O 0.33 -1.27 1.42  -0.074

# 4
A cluster of 2 separate species, C4H9N3O in total at a distorted geometry, computed with ωB97M-V/def2-TZVPD.

Summary:
DFT total energy: -397.1939 a.u.
orbital gap: 9.5 eV
net charge: 0
spin multiplicity: 1

Each line ends with the Löwdin charge.
Positions of all 17 atoms, in Å:
1 C -0.76 -0.68 -0.70  -0.289
2 C -1.98 -1.54 -1.03  -0.107
3 N 3.51 0.67 1.31  -0.012
4 C 2.51 1.14 0.80  -0.306
5 C -2.08 0.96 0.40  -0.024
6 O 4.67 0.24 0.67  -0.054
7 N -0.96 0.54 0.02  -0.076
8 N 1.52 1.80 0.61  0.171
9 H 5.25 -0.01 1.40  0.092
10 H 0.59 1.43 0.41  0.005
11 H -0.05 -1.26 -0.10  0.118
12 H -0.24 -0.40 -1.62  0.120
13 H -2.11 1.90 0.93  0.074
14 H -3.04 0.47 0.23  0.075
15 H -2.49 -1.85 -0.12  0.072
16 H -1.66 -2.42 -1.57  0.071
17 H -2.68 -0.98 -1.65  0.071

# 5
A structure of composition C18H25BrN4O4Pd at a distorted geometry, computed with ωB97M-V/def2-TZVPD.

Summary:
DFT total energy: -3922.3939 a.u.
orbital gap (spin up / spin down): 4.0 / 6.1 eV
net charge: +1
spin multiplicity: 4

Each line ends with the Löwdin charge.
Positions of all 53 atoms, in Å:
1 Pd -0.05 -0.17 -0.90  1.156
2 C 1.28 4.26 -2.80  -0.005
3 N 0.45 4.17 -1.60  -0.129
4 C 0.10 5.45 -0.98  -0.026
5 C 0.10 2.98 -1.12  -0.398
6 O 0.40 1.93 -1.69  -0.031
7 C -0.77 2.97 0.14  -0.092
8 O -0.84 1.69 0.72  -0.162
9 C -0.19 1.49 1.96  -0.094
10 C 1.16 0.80 1.78  -0.398
11 O 1.49 0.35 0.68  -0.034
12 N 1.95 0.71 2.85  -0.124
13 C 3.28 0.12 2.72  0.000
14 C 1.51 1.11 4.18  -0.021
15 H 0.69 4.64 -3.63  0.104
16 H 1.66 3.28 -3.05  0.089
17 H 2.11 4.94 -2.61  0.101
18 H 0.06 6.20 -1.76  0.099
19 H 0.85 5.75 -0.25  0.106
20 H -0.88 5.41 -0.51  0.090
21 H -1.78 3.22 -0.17  0.155
22 H -0.42 3.71 0.86  0.129
23 H -0.85 0.86 2.55  0.147
24 H -0.05 2.44 2.49  0.133
25 H 3.56 0.07 1.68  0.087
26 H 3.29 -0.89 3.14  0.107
27 H 3.99 0.73 3.27  0.099
28 H 0.55 0.65 4.43  0.097
29 H 1.42 2.19 4.28  0.099
30 H 2.24 0.76 4.90  0.098
31 Br 4.50 -3.20 -0.17  0.712
32 C 2.67 -3.29 -0.66  -0.721
33 C 1.98 -4.51 -0.60  -0.161
34 C 0.62 -4.49 -1.00  -0.111
35 C 0.02 -3.32 -1.36  -0.203
36 N 0.70 -2.12 -1.38  -0.127
37 C 2.05 -2.14 -1.04  -0.261
38 H 2.47 -5.42 -0.28  0.083
39 H 0.05 -5.41 -1.02  0.099
40 H -1.02 -3.30 -1.68  0.078
41 H 2.58 -1.20 -1.11  0.081
42 O -2.13 -0.59 -0.70  -0.225
43 N -2.81 -1.72 -0.84  -0.206
44 C -2.79 -2.64 0.14  -0.018
45 C -3.60 -3.75 0.06  -0.020
46 C -4.42 -3.93 -1.04  -0.026
47 C -4.38 -2.98 -2.06  -0.020
48 C -3.56 -1.89 -1.94  0.003
49 H -2.11 -2.43 0.95  0.145
50 H -3.57 -4.47 0.86  0.124
51 H -5.08 -4.79 -1.10  0.121
52 H -4.99 -3.10 -2.94  0.123
53 H -3.47 -1.11 -2.68  0.147

# 6
A cluster of 2 separate species, C4H8NO3 in total at a distorted geometry, computed with ωB97M-V/def2-TZVPD.

Summary:
DFT total energy: -437.7002 a.u.
orbital gap: 8.2 eV
net charge: -1
spin multiplicity: 1

Each line ends with the Löwdin charge.
Positions of all 16 atoms, in Å:
1 O 0.63 0.95 0.02  -0.110
2 C -0.40 0.21 0.01  -0.638
3 N -0.56 -0.77 0.86  0.052
4 C 1.11 -0.99 2.40  -0.253
5 O 0.82 -1.72 3.36  -0.146
6 C -1.33 0.43 -1.18  -0.134
7 C -0.62 0.43 -2.55  -0.286
8 O 0.36 1.43 -2.57  -0.115
9 H -1.48 -1.22 0.88  0.031
10 H 0.97 0.07 2.65  0.066
11 H 1.65 -1.34 1.52  0.064
12 H -2.12 -0.34 -1.12  0.095
13 H -1.85 1.40 -1.14  0.108
14 H -0.11 -0.50 -2.82  0.108
15 H -1.36 0.72 -3.31  0.103
16 H 0.98 1.39 -1.82  0.057

# 7
The ion C10H13N4 with charge +1 at a distorted geometry, computed with ωB97M-V/def2-TZVPD.

Summary:
DFT total energy: -607.5670 a.u.
orbital gap: 9.4 eV
net charge: +1
spin multiplicity: 1

Each line ends with the Löwdin charge.
Positions of all 27 atoms, in Å:
1 C -3.72 0.50 -0.07  -0.032
2 C -2.59 1.39 -0.06  0.010
3 C -3.49 -0.86 0.11  -0.149
4 C -1.30 0.79 0.09  -0.173
5 C -1.29 -0.61 0.12  -0.208
6 C 0.05 -1.26 0.13  -0.108
7 C -0.07 1.66 0.06  -0.091
8 C 1.81 -2.50 -0.35  -0.140
9 C 1.30 -0.27 0.46  -0.172
10 C 1.30 0.96 -0.44  -0.322
11 N -2.32 -1.41 0.05  0.126
12 N 0.44 -2.40 -0.25  0.125
13 N 2.41 1.81 -0.05  0.064
14 N 2.39 -1.27 0.36  0.135
15 H -4.75 0.97 -0.08  0.131
16 H -2.87 2.45 -0.30  0.137
17 H -4.38 -1.63 0.13  0.155
18 H -0.43 2.61 -0.56  0.166
19 H 0.01 2.04 1.17  0.162
20 H 2.02 -3.54 0.13  0.188
21 H 1.99 -2.42 -1.35  0.106
22 H 1.04 0.21 1.47  0.184
23 H 1.12 0.59 -1.41  0.142
24 H 3.16 1.76 -0.74  0.087
25 H 2.17 2.78 0.02  0.078
26 H 2.68 -1.52 1.30  0.178
27 H 3.32 -0.83 0.05  0.220

# 8
An isolated molecule of CH4N2O at a distorted geometry, computed with ωB97M-V/def2-TZVPD.

Summary:
DFT total energy: -224.9793 a.u.
orbital gap (spin up / spin down): 7.5 / 9.1 eV
net charge: 0
spin multiplicity: 3

Each line ends with the Löwdin charge.
Positions of all 8 atoms, in Å:
1 C -0.90 -0.17 -0.26  -0.274
2 N -2.49 -0.41 0.03  0.062
3 N 1.49 -0.58 -0.09  0.053
4 O 0.08 -0.97 0.15  -0.212
5 H -0.67 0.93 -0.64  0.106
6 H -2.86 0.41 -0.59  0.044
7 H 1.83 -1.22 -0.96  0.152
8 H 1.82 -0.81 0.83  0.068

# 9
An isolated molecule of C5H9NS at a distorted geometry, computed with ωB97M-V/def2-TZVPD.

Summary:
DFT total energy: -648.6927 a.u.
orbital gap: 9.6 eV
net charge: 0
spin multiplicity: 1

Each line ends with the Löwdin charge.
Positions of all 16 atoms, in Å:
1 C -0.95 0.68 0.40  -0.353
2 C 0.66 0.56 0.74  -0.133
3 C 1.27 -0.83 0.34  -0.195
4 C 0.30 -1.12 -0.77  -0.537
5 C -1.00 -0.85 0.00  -0.561
6 H -1.85 1.37 -1.50  0.177
7 H -0.07 1.49 -1.15  0.077
8 H -1.61 0.91 1.20  0.112
9 H 1.01 0.93 1.85  0.154
10 H 1.22 1.28 0.27  0.055
11 H 2.31 -0.83 0.14  0.090
12 H 1.32 -1.58 1.16  0.117
13 H 0.43 -0.39 -1.59  0.072
14 H -0.80 -1.31 0.96  0.091
15 N -1.02 1.64 -0.66  -0.026
16 S -1.22 -1.96 -1.40  0.861

# 10
A structure of composition C32H28ClF3N5NaO2S3, computed with ωB97M-V/def2-TZVPD.

Summary:
DFT total energy: -3777.2785 a.u.
orbital gap: 4.8 eV
net charge: -2
spin multiplicity: 1

Each line ends with the Löwdin charge.
Positions of all 75 atoms, in Å:
1 Na 0.23 0.41 0.19  0.039
2 Cl -4.34 2.87 5.81  0.560
3 C -3.43 2.07 4.53  -0.700
4 C -4.09 1.21 3.65  -0.138
5 C -3.37 0.57 2.67  -0.017
6 C -1.95 0.70 2.51  -0.374
7 O -1.30 0.00 1.70  -0.109
8 C -1.34 1.69 3.38  -0.124
9 C 0.02 2.16 3.23  -0.091
10 N 0.80 1.94 2.25  0.130
11 C 1.98 2.67 2.16  -0.207
12 C 2.01 4.04 2.28  -0.016
13 C 3.19 4.78 2.04  -0.086
14 C 4.33 4.14 1.65  -0.056
15 C 4.34 2.74 1.50  -0.164
16 C 5.48 2.03 1.06  -0.027
17 C 5.43 0.68 0.93  -0.062
18 C 4.22 0.02 1.28  -0.153
19 N 3.15 0.63 1.69  0.139
20 C 3.18 1.98 1.78  -0.175
21 C -2.09 2.31 4.38  -0.098
22 H -5.16 1.07 3.74  0.093
23 H -3.89 -0.08 1.98  0.083
24 H 0.36 2.81 4.06  0.121
25 H 1.08 4.57 2.49  0.111
26 H 3.16 5.86 2.12  0.096
27 H 5.23 4.70 1.41  0.101
28 H 6.38 2.59 0.81  0.109
29 H 6.27 0.10 0.57  0.093
30 H 4.16 -1.06 1.19  0.090
31 H -1.60 3.02 5.04  0.100
32 S 2.14 1.63 -1.82  0.476
33 C 0.76 2.47 -2.42  -1.229
34 S -0.69 2.58 -1.50  0.475
35 C 0.82 3.07 -3.69  -0.453
36 C -0.29 3.73 -4.28  -0.330
37 N -1.15 4.27 -4.83  0.080
38 C 1.97 3.03 -4.51  -0.332
39 N 2.87 3.03 -5.23  0.080
40 C -4.21 1.33 -2.47  -0.124
41 C -4.35 -0.17 -2.68  -0.305
42 C -3.03 -0.93 -2.56  -0.335
43 S -2.34 -0.79 -0.88  0.943
44 O -0.93 -1.28 -1.00  -0.530
45 C -3.24 -2.18 -0.08  -0.315
46 C -2.41 -3.44 0.04  -0.288
47 C -2.18 -4.17 -1.28  -0.113
48 H -5.16 1.84 -2.64  0.066
49 H -3.46 1.76 -3.14  0.068
50 H -3.87 1.57 -1.46  0.053
51 H -4.75 -0.37 -3.68  0.100
52 H -5.08 -0.59 -1.98  0.092
53 H -2.25 -0.47 -3.18  0.101
54 H -3.12 -1.98 -2.83  0.077
55 H -4.17 -2.34 -0.64  0.083
56 H -3.50 -1.82 0.92  0.057
57 H -2.90 -4.10 0.75  0.105
58 H -1.44 -3.17 0.46  0.097
59 H -3.13 -4.44 -1.76  0.069
60 H -1.62 -5.10 -1.12  0.064
61 H -1.61 -3.55 -1.96  0.061
62 F 2.89 -6.43 -0.59  0.118
63 C 2.49 -5.58 -1.55  -0.575
64 F 3.44 -5.61 -2.51  0.128
65 F 1.38 -6.12 -2.11  0.127
66 C 2.24 -4.19 -1.04  -0.131
67 C 2.06 -3.96 0.31  0.000
68 C 1.79 -2.65 0.70  -0.121
69 N 1.69 -1.64 -0.15  0.082
70 C 1.87 -1.87 -1.45  -0.115
71 C 2.15 -3.14 -1.94  0.023
72 H 2.13 -4.75 1.04  0.111
73 H 1.64 -2.41 1.75  0.120
74 H 1.79 -1.00 -2.09  0.055
75 H 2.30 -3.29 -3.00  0.123

# 11
An isolated molecule of C4H9N3O at a distorted geometry, computed with ωB97M-V/def2-TZVPD.

Summary:
DFT total energy: -397.1659 a.u.
orbital gap: 8.6 eV
net charge: 0
spin multiplicity: 1

Each line ends with the Löwdin charge.
Positions of all 17 atoms, in Å:
1 C -1.55 -0.31 -0.38  -0.236
2 C -0.05 -0.15 -0.81  -0.350
3 C 0.81 -1.07 0.04  -0.053
4 C 2.06 -0.13 0.18  -0.451
5 H -2.03 -0.53 1.59  0.115
6 H -2.55 1.23 1.30  0.185
7 H -1.89 -1.40 -0.62  0.126
8 H -2.18 0.15 -1.30  0.130
9 H 0.29 -0.41 -1.89  0.168
10 H 0.28 -1.30 1.00  0.123
11 H 1.21 -2.02 -0.20  0.096
12 H 2.30 2.07 -0.15  0.250
13 H -0.16 1.36 0.33  0.046
14 N -1.67 0.39 1.01  -0.087
15 N 1.57 1.15 -0.07  -0.031
16 N 0.35 1.19 -0.47  -0.084
17 O 3.22 -0.22 0.44  0.054

# 12
An isolated molecule of C4H6N2O, computed with ωB97M-V/def2-TZVPD.

Summary:
DFT total energy: -340.7260 a.u.
orbital gap: 11.5 eV
net charge: 0
spin multiplicity: 1

Each line ends with the Löwdin charge.
Positions of all 13 atoms, in Å:
1 C 0.71 1.47 -0.54  -0.073
2 C -0.58 1.06 0.16  -0.216
3 O -1.11 -0.18 -0.36  -0.053
4 C -0.63 -1.31 0.19  -0.471
5 N -1.34 -2.02 0.95  0.211
6 C 0.73 -1.68 -0.21  -0.128
7 N 1.81 -1.96 -0.51  0.177
8 H 0.53 1.55 -1.61  0.086
9 H 1.04 2.45 -0.15  0.083
10 H 1.51 0.76 -0.37  0.056
11 H -1.37 1.79 -0.02  0.123
12 H -0.45 0.95 1.24  0.126
13 H -0.85 -2.87 1.23  0.077

> Which value of DFT total energy does entry 5 give?

-3922.3939 a.u.